# 1
DFT (ωB97M-V/def2-TZVPD) results for an isolated molecule of C2H4FNS in a non-equilibrium geometry.

Atoms and positions in Å:
F -2.27 -0.24 0.05
C -0.93 -0.59 -0.02
C -0.31 0.82 -0.08
N 0.93 0.97 0.08
S 1.90 -0.46 -0.04
H -0.64 -1.23 -0.89
H -0.59 -0.98 1.00
H -1.09 1.45 -0.43
H 3.01 0.26 0.33

## Properties
Energy above the lowest of the compared OMol25 structures with the same formula, charge and spin (eV): 2.002
LUMO level (eV): 0.7
Kohn-Sham gap (eV): 9.892
Total charge: 0
SMILES string: FC/C=N\S
E_HOMO (Ha): -0.3385

Atom charges from the natural (NBO) analysis, given in e for atoms 1 to 6: -0.365 -0.049 0.069 -0.530 0.139 0.193

# 2
DFT (ωB97M-V/def2-TZVPD) results for an isolated molecule of C2H4FP in a non-equilibrium geometry.

Atoms and positions in Å:
C 0.19 0.78 -0.15
C -0.79 0.02 0.53
F -1.51 -0.82 -0.30
P 1.59 -0.64 0.01
H -0.15 0.99 -1.11
H 0.84 1.51 0.33
H -1.12 -0.09 1.56
H 0.96 -1.75 -0.87

## Properties
Energy above the lowest of the compared OMol25 structures with the same formula, charge and spin (eV): 2.675
LUMO level (spin up / spin down) (eV): -0.4 / -0.4
Kohn-Sham gap (spin up / spin down) (eV): 7.428 / 7.434
Total charge: 0
E_HOMO (spin up / spin down) (Ha): -0.2877 / -0.2878

Atom charges from the natural (NBO) analysis, given in e for atoms 1 to 6: -0.693 0.291 -0.339 0.050 0.237 0.268

# 3
DFT (ωB97M-V/def2-TZVPD) results for an isolated molecule of C2H4FP in a non-equilibrium geometry.

Atoms and positions in Å:
F -2.06 0.85 -0.05
P -1.22 -0.62 -0.12
C 0.32 -0.20 0.71
C 0.51 0.05 -0.80
H 0.80 -0.98 1.23
H 0.19 0.69 1.51
H 0.68 1.03 -1.15
H 0.79 -0.81 -1.33

## Properties
Energy above the lowest of the compared OMol25 structures with the same formula, charge and spin (eV): 0.109
LUMO level (eV): 1.0
Kohn-Sham gap (eV): 10.538
Total charge: 0
SMILES string: FP1CC1
E_HOMO (Ha): -0.3500

Atom charges from the natural (NBO) analysis, given in e for atoms 1 to 6: -0.589 1.025 -0.759 -0.633 0.232 0.260